Record 1
ORCA calculation (ωB97M-V with the def2-TZVPD basis set) on a molecular structure, C7H13N2O3S at a distorted geometry.

Last column: Löwdin charge in e.
CARTESIAN COORDINATES (ANGSTROEM)
1 C 1.7652 2.6613 2.4856  -0.198
2 C 0.2378 -0.2857 -2.2447  -0.377
3 C 0.6275 -2.8214 -0.8425  -0.037
4 C -2.5883 -0.9733 0.1344  -0.009
5 C 0.5468 2.2742 1.7218  -0.149
6 C 0.7822 0.8735 1.0827  -0.189
7 C -0.1757 0.6875 -0.0087  -0.462
8 N 2.7177 2.9627 3.0566  0.177
9 N -0.3114 -0.5956 -0.7066  -0.206
10 O -0.4298 -0.4921 -3.1925  0.140
11 O 0.5016 -1.5993 -0.1659  -0.067
12 O -1.6534 -0.9961 -0.9463  -0.087
13 S 0.0539 1.8349 -1.4664  1.097
14 H 1.3649 -0.3671 -2.1528  0.172
15 H 1.1091 -2.6967 -1.7722  0.076
16 H -0.3046 -3.5610 -0.9075  0.161
17 H 1.3072 -3.4236 -0.2612  0.105
18 H -3.4397 -1.5299 -0.4860  0.171
19 H -3.0522 0.0092 0.3460  0.105
20 H -2.1904 -1.5473 0.9127  0.081
21 H 0.5599 2.8921 0.8957  0.063
22 H -0.2291 2.3130 2.4139  0.113
23 H 0.8619 0.0974 1.9603  0.189
24 H 1.8137 1.0396 0.7397  0.122
25 H -1.0623 1.0453 0.4645  0.108
26 H 1.1877 2.1983 -1.0606  -0.099

For the HOMO energy, the calculation gives -14.54 eV. Its total charge is +1.


Record 2
ORCA calculation (ωB97M-V with the def2-TZVPD basis set) on a molecular structure, C58H64GeN9O2P2Rb at a distorted geometry.

Last column: Löwdin spin population.
CARTESIAN COORDINATES (ANGSTROEM)
1 Rb 0.2938 0.3649 -0.3652  0.034
2 C 1.0063 -2.4470 -4.7693  0.000
3 P 1.0730 -1.3587 -3.2848  0.001
4 C 1.0919 0.3115 -4.0371  0.000
5 C 2.8846 -1.5634 -2.8856  0.000
6 C 3.9429 -1.1472 -3.6928  0.000
7 C 5.2609 -1.3409 -3.3065  0.000
8 C 5.5376 -1.9519 -2.0905  0.000
9 C 4.4987 -2.3853 -1.2763  0.000
10 C 3.1685 -2.2115 -1.6657  0.001
11 P 1.7378 -2.7805 -0.6337  0.008
12 C 2.6100 -3.7170 0.6971  0.000
13 C 1.2088 -4.2767 -1.5797  0.001
14 H 1.6072 -2.0254 -5.5799  0.000
15 H -0.0287 -2.5544 -5.0973  0.000
16 H 1.4024 -3.4303 -4.5158  0.000
17 H 1.7977 0.4037 -4.8687  0.000
18 H 1.3444 1.0418 -3.2618  0.000
19 H 0.0809 0.5134 -4.3779  0.000
20 H 3.7377 -0.6423 -4.6339  0.000
21 H 6.0718 -1.0029 -3.9456  0.000
22 H 6.5646 -2.0841 -1.7685  0.000
23 H 4.7367 -2.8554 -0.3290  0.000
24 H 3.2776 -4.4839 0.2951  0.000
25 H 1.8491 -4.2009 1.3101  0.000
26 H 3.1747 -3.0480 1.3491  0.000
27 H 2.0795 -4.8539 -1.8903  0.000
28 H 0.6138 -4.0043 -2.4492  0.000
29 H 0.5857 -4.8953 -0.9233  0.000
30 N 0.6321 1.3872 3.6866  0.011
31 C -0.6437 1.8351 3.6197  0.007
32 N -1.0639 2.5791 4.6401  0.001
33 C -2.3304 2.9670 4.5260  0.001
34 N -2.8444 3.7012 5.5582  0.001
35 N -3.1367 2.7417 3.4855  0.001
36 C -2.5890 2.0026 2.5181  0.002
37 N -1.3795 1.4710 2.5497  0.030
38 C -3.4241 1.7833 1.2867  0.000
39 C -4.7970 1.9671 1.3399  0.000
40 C -5.5249 1.8511 0.1646  0.000
41 C -4.8569 1.5790 -1.0148  0.000
42 C -3.4792 1.4093 -0.9729  0.000
43 N -2.7733 1.4910 0.1536  0.000
44 H 1.2019 1.6960 4.4516  0.000
45 H 1.0614 1.0927 2.8345  0.006
46 H -2.3443 3.6394 6.4271  0.000
47 H -3.8440 3.7728 5.5952  0.000
48 H -5.2685 2.2054 2.2868  0.000
49 H -6.6019 1.9805 0.1718  0.000
50 H -5.3839 1.4805 -1.9553  0.000
51 H -2.9253 1.1721 -1.8740  0.000
52 C 1.1274 6.3304 0.6431  0.000
53 C 1.6568 5.2888 1.6442  0.000
54 C 3.1800 5.1308 1.4910  0.000
55 C 1.2900 5.6757 3.0830  0.000
56 C 1.0347 3.9859 1.3221  0.000
57 N 0.5045 3.0018 1.0418  0.000
58 H 1.6737 7.2690 0.7786  0.000
59 H 0.0619 6.5160 0.8043  0.000
60 H 1.2538 5.9815 -0.3858  0.000
61 H 3.6650 6.0898 1.6944  0.000
62 H 3.4368 4.8116 0.4766  0.000
63 H 3.5690 4.3850 2.1905  0.000
64 H 1.7394 6.6453 3.3205  0.000
65 H 1.6569 4.9339 3.7987  0.000
66 H 0.2060 5.7509 3.2053  0.000
67 O 3.8901 0.9331 -1.1129  0.000
68 C 3.3243 1.8997 -1.6054  0.000
69 N 2.0659 2.3404 -1.2922  0.000
70 C 1.8114 3.4903 -2.0030  0.000
71 O 0.8088 4.1920 -1.9597  0.000
72 C 3.0141 3.8026 -2.8885  0.000
73 C 3.2596 4.8210 -3.7841  0.000
74 C 4.4892 4.8167 -4.4486  0.000
75 C 5.4283 3.8161 -4.2051  0.000
76 C 5.1640 2.7946 -3.2893  0.000
77 C 3.9441 2.8143 -2.6462  0.000
78 H 2.5153 5.5892 -3.9640  0.000
79 H 4.7177 5.5993 -5.1643  0.000
80 H 6.3741 3.8315 -4.7335  0.000
81 H 5.8857 2.0056 -3.0897  0.000
82 C -3.0802 -5.5499 1.6432  0.010
83 C -2.1338 -4.9865 0.7959  -0.001
84 C -1.4119 -3.8747 1.2116  0.017
85 C -1.6083 -3.3198 2.4837  0.092
86 C -2.5676 -3.8917 3.3213  0.020
87 C -3.2923 -5.0034 2.9046  0.003
88 Ge -0.5213 -1.7661 2.9998  0.487
89 C -1.3523 -1.1607 4.6910  0.069
90 C -0.6278 -1.0420 5.8779  0.018
91 C -1.2361 -0.5825 7.0417  0.000
92 C -2.5798 -0.2200 7.0353  0.014
93 C -3.3163 -0.3211 5.8589  -0.001
94 C -2.7034 -0.7801 4.6970  0.016
95 C 1.1760 -2.5496 3.6315  0.095
96 C 1.2671 -3.9170 3.8924  0.019
97 C 2.4640 -4.4777 4.3219  0.003
98 C 3.5936 -3.6824 4.4868  0.007
99 C 3.5199 -2.3170 4.2315  -0.001
100 C 2.3202 -1.7601 3.8028  0.013
101 H -3.6543 -6.4079 1.3189  0.001
102 H -1.9760 -5.3949 -0.1930  0.000
103 H -0.6873 -3.4284 0.5358  0.003
104 H -2.7369 -3.4898 4.3118  0.001
105 H -4.0267 -5.4421 3.5678  0.000
106 H 0.4199 -1.3297 5.9002  0.001
107 H -0.6601 -0.5055 7.9543  0.000
108 H -3.0496 0.1437 7.9414  0.001
109 H -4.3610 -0.0357 5.8427  0.000
110 H -3.2896 -0.8548 3.7836  0.001
111 H 0.3940 -4.5523 3.7610  0.002
112 H 2.5192 -5.5414 4.5137  0.000
113 H 4.5279 -4.1242 4.8079  0.000
114 H 4.3961 -1.6933 4.3481  0.000
115 H 2.2848 -0.6966 3.5949  0.002
116 C -1.9242 -0.6534 -6.5692  0.000
117 N -3.1880 -0.0642 -6.1465  0.000
118 C -4.2891 -0.9709 -6.4172  0.000
119 C -3.1532 0.4017 -4.7416  0.000
120 C -3.1277 -0.6447 -3.6350  0.000
121 C -4.3664 -1.0228 -3.0885  0.000
122 C -4.4396 -1.9344 -2.0392  0.000
123 C -3.2606 -2.4830 -1.5389  0.000
124 C -2.0257 -2.1195 -2.1050  0.000
125 C -1.9058 -1.1937 -3.1622  0.001
126 H -2.0052 -0.9665 -7.6164  0.000
127 H -1.6424 -1.5195 -5.9598  0.000
128 H -1.1230 0.0875 -6.4946  0.000
129 H -4.3531 -1.1462 -7.4959  0.000
130 H -5.2305 -0.5202 -6.0875  0.000
131 H -4.1893 -1.9436 -5.9126  0.000
132 H -4.0382 1.0409 -4.6110  0.000
133 H -2.2712 1.0400 -4.6411  0.000
134 H -5.2935 -0.5793 -3.4713  0.000
135 H -5.4020 -2.2067 -1.6112  0.000
136 H -3.3084 -3.1885 -0.7074  0.000
137 H -1.1159 -2.5797 -1.6900  0.000

Its multiplicity is 2. For the HOMO energy (alpha / beta), the calculation gives -3.25 / -3.24 eV. Its total charge is -1.


Record 3
ORCA calculation (ωB97M-V with the def2-TZVPD basis set) on a molecular structure, C21H50CuN6O4SSb.

Last column: Löwdin charge in e.
CARTESIAN COORDINATES (ANGSTROEM)
1 Cu 2.3189 0.5202 1.2475  0.315
2 C 2.9929 -4.3032 0.6118  -0.041
3 N 2.6641 -3.4491 1.7519  -0.139
4 C 1.5054 -3.8156 2.5401  -0.050
5 C 3.0402 -2.1335 1.7489  -0.435
6 N 2.4012 -1.1767 2.3362  0.117
7 N 4.2303 -1.9123 1.0796  0.161
8 C 4.7902 -0.7134 0.6539  -0.516
9 N 5.6517 -0.9376 -0.4070  0.141
10 N 4.5446 0.4034 1.2281  0.123
11 H 3.9536 -4.8111 0.7444  0.091
12 H 2.9971 -3.7323 -0.3188  0.069
13 H 2.2256 -5.0684 0.5237  0.090
14 H 1.4577 -4.9003 2.6027  0.090
15 H 0.5686 -3.4517 2.1028  0.078
16 H 1.6014 -3.4274 3.5545  0.095
17 H 1.5139 -1.5126 2.6853  0.036
18 H 4.6377 -2.7134 0.6304  0.124
19 H 5.1516 -1.4204 -1.1579  0.062
20 H 6.0575 -0.0786 -0.7467  0.096
21 H 4.9949 1.1482 0.7049  0.055
22 C 0.7212 3.0134 -1.6190  -0.031
23 N 1.8869 3.5875 -0.9590  -0.123
24 C 2.6241 4.6095 -1.6732  -0.033
25 C 2.2035 3.1185 0.2480  -0.474
26 C 3.4414 3.6179 0.9496  0.007
27 O 1.4620 2.2817 0.7972  -0.043
28 H 0.7197 3.3378 -2.6579  0.095
29 H -0.2004 3.3414 -1.1356  0.078
30 H 0.7708 1.9279 -1.5644  0.051
31 H 1.9730 5.4573 -1.8960  0.097
32 H 3.0051 4.2078 -2.6139  0.099
33 H 3.4622 4.9693 -1.0866  0.075
34 H 3.3295 4.6653 1.2346  0.094
35 H 4.3257 3.5313 0.3183  0.084
36 H 3.5773 3.0197 1.8463  0.079
37 C 1.3041 -0.9484 -3.0610  -0.154
38 S 2.3551 -1.0246 -1.6371  0.380
39 O 1.5393 -1.5430 -0.5414  -0.366
40 O 3.4502 -1.9264 -2.0090  -0.372
41 O 2.7961 0.3499 -1.3873  -0.359
42 H 0.9830 -1.9574 -3.3082  0.061
43 H 1.8756 -0.5194 -3.8810  0.064
44 H 0.4473 -0.3229 -2.8136  0.033
45 C -3.9322 0.7134 -2.5889  -0.142
46 C -3.6757 1.3219 -1.2097  -0.721
47 C -3.2152 2.7661 -1.4257  -0.152
48 C -4.9713 1.3161 -0.4063  -0.116
49 Sb -1.9477 0.2584 -0.3213  1.619
50 C -2.5534 -1.8588 -0.4752  -0.710
51 C -1.6864 -2.6381 0.5149  -0.146
52 C -2.1535 -2.3115 -1.8805  -0.135
53 C -4.0252 -2.1674 -0.2290  -0.112
54 C -2.1768 0.6824 1.8354  -0.704
55 C -2.2288 2.2043 1.9788  -0.132
56 C -0.8926 0.2025 2.5133  -0.139
57 C -3.3780 0.0530 2.5324  -0.111
58 H -4.6458 1.3404 -3.1374  0.084
59 H -4.3571 -0.2883 -2.5297  0.056
60 H -3.0183 0.6604 -3.1872  0.072
61 H -4.0190 3.3421 -1.9004  0.084
62 H -2.3457 2.8077 -2.0857  0.058
63 H -2.9559 3.2684 -0.4923  0.057
64 H -5.7558 1.8284 -0.9783  0.085
65 H -4.8689 1.8433 0.5420  0.059
66 H -5.3239 0.3059 -0.1971  0.061
67 H -0.6283 -2.3896 0.3917  0.046
68 H -1.8012 -3.7138 0.3283  0.089
69 H -1.9806 -2.4540 1.5493  0.058
70 H -1.0802 -2.1906 -2.0339  0.050
71 H -2.6772 -1.7643 -2.6661  0.059
72 H -2.3915 -3.3756 -2.0016  0.087
73 H -4.3608 -1.8363 0.7538  0.060
74 H -4.1816 -3.2524 -0.2839  0.085
75 H -4.6723 -1.7110 -0.9782  0.058
76 H -1.3855 2.6828 1.4735  0.066
77 H -2.1671 2.4693 3.0415  0.087
78 H -3.1569 2.6254 1.5913  0.055
79 H -0.0136 0.6878 2.0849  0.035
80 H -0.7596 -0.8769 2.4332  0.051
81 H -0.9263 0.4572 3.5801  0.093
82 H -4.3262 0.3267 2.0715  0.059
83 H -3.4049 0.3925 3.5756  0.086
84 H -3.3109 -1.0354 2.5508  0.060

For the HOMO energy, the calculation gives -7.45 eV.


Record 4
ORCA calculation (ωB97M-V with the def2-TZVPD basis set) on 6 unconnected molecules or ions with the total composition C10H31BrNO8 at a distorted geometry.

Last column: Löwdin charge in e.
CARTESIAN COORDINATES (ANGSTROEM)
1 Br -3.2250 -14.1516 -15.5197  0.029
2 C 1.1346 -15.5574 -13.7838  -0.067
3 C 0.7538 -14.0577 -13.4889  -0.443
4 C 0.8858 -13.0533 -14.7158  -0.105
5 O 0.7167 -11.6671 -14.2207  -0.214
6 C 0.8221 -10.6526 -15.0896  -0.178
7 N -0.5431 -14.0166 -12.9593  0.038
8 H 0.8416 -16.1265 -12.9016  0.069
9 H 2.1948 -15.5550 -14.0372  0.065
10 H 0.6014 -15.9667 -14.6419  0.062
11 H 1.5122 -13.8703 -12.7288  0.122
12 H 0.0687 -13.3208 -15.3858  0.097
13 H 1.8699 -13.1479 -15.1749  0.114
14 H -0.1449 -10.4935 -15.5667  0.087
15 H 1.7201 -10.6723 -15.7071  0.091
16 H 0.7107 -9.8539 -14.3563  0.090
17 H -0.7547 -13.0317 -13.0322  0.064
18 H -1.2525 -14.4018 -13.5664  -0.012
19 O -6.1577 -15.6600 -15.6497  -0.122
20 H -5.2816 -15.2982 -15.5164  -0.160
21 H -6.2291 -15.7726 -16.5976  0.012
22 C -1.8230 -17.7846 -13.3281  -0.223
23 C -1.5283 -19.1801 -13.9366  -0.269
24 O -2.4218 -20.1336 -13.4721  -0.064
25 O -3.1164 -17.2600 -13.6392  -0.094
26 H -1.0903 -17.0873 -13.7343  0.078
27 H -1.8086 -17.8031 -12.2383  0.118
28 H -0.5571 -19.5812 -13.6467  0.112
29 H -1.5432 -19.1236 -15.0250  0.116
30 H -3.1544 -20.0486 -14.0868  0.085
31 H -3.0255 -16.4453 -14.1387  -0.033
32 C -5.9086 -11.4047 -12.9922  -0.253
33 C -5.9500 -10.3032 -11.8475  -0.209
34 O -5.2587 -9.1251 -12.3476  -0.084
35 O -4.6122 -11.9860 -13.1404  -0.102
36 H -6.2151 -10.8319 -13.8674  0.109
37 H -6.6119 -12.1882 -12.7102  0.112
38 H -5.3999 -10.9478 -11.1619  0.099
39 H -6.9071 -10.1455 -11.3503  0.109
40 H -4.5257 -9.4125 -12.8969  0.072
41 H -4.6852 -12.5793 -13.8915  -0.025
42 C -1.5967 -13.7298 -20.2252  -0.239
43 C -1.3877 -13.1277 -18.8337  -0.237
44 O -0.8284 -14.1062 -17.9402  -0.136
45 O -0.4295 -14.3336 -20.8120  -0.085
46 H -1.8624 -12.9823 -20.9727  0.110
47 H -2.4331 -14.4284 -20.2497  0.109
48 H -2.2546 -12.6979 -18.3318  0.100
49 H -0.6329 -12.3522 -18.9640  0.106
50 H -1.4029 -14.1590 -17.1729  -0.097
51 H -0.0572 -15.0502 -20.2928  0.073

For the HOMO energy, the calculation gives -5.90 eV. Its total charge is -1.


What did the first record say?
ORCA calculation (ωB97M-V with the def2-TZVPD basis set) on a molecular structure, C7H13N2O3S at a distorted geometry.

Last column: Löwdin charge in e.
CARTESIAN COORDINATES (ANGSTROEM)
1 C 1.7652 2.6613 2.4856  -0.198
2 C 0.2378 -0.2857 -2.2447  -0.377
3 C 0.6275 -2.8214 -0.8425  -0.037
4 C -2.5883 -0.9733 0.1344  -0.009
5 C 0.5468 2.2742 1.7218  -0.149
6 C 0.7822 0.8735 1.0827  -0.189
7 C -0.1757 0.6875 -0.0087  -0.462
8 N 2.7177 2.9627 3.0566  0.177
9 N -0.3114 -0.5956 -0.7066  -0.206
10 O -0.4298 -0.4921 -3.1925  0.140
11 O 0.5016 -1.5993 -0.1659  -0.067
12 O -1.6534 -0.9961 -0.9463  -0.087
13 S 0.0539 1.8349 -1.4664  1.097
14 H 1.3649 -0.3671 -2.1528  0.172
15 H 1.1091 -2.6967 -1.7722  0.076
16 H -0.3046 -3.5610 -0.9075  0.161
17 H 1.3072 -3.4236 -0.2612  0.105
18 H -3.4397 -1.5299 -0.4860  0.171
19 H -3.0522 0.0092 0.3460  0.105
20 H -2.1904 -1.5473 0.9127  0.081
21 H 0.5599 2.8921 0.8957  0.063
22 H -0.2291 2.3130 2.4139  0.113
23 H 0.8619 0.0974 1.9603  0.189
24 H 1.8137 1.0396 0.7397  0.122
25 H -1.0623 1.0453 0.4645  0.108
26 H 1.1877 2.1983 -1.0606  -0.099

For the HOMO energy, the calculation gives -14.54 eV. Its total charge is +1.